# 1
Molecular formula: C21H34FNOP2Re
Method: DFT, ωB97M-V/def2-TZVPD

The LUMO energy (alpha / beta) comes out at 0.5 / -0.5 eV. As for the spin multiplicity: 4. Its orbital gap (alpha / beta) is 5.5 / 6.0 eV.

XYZ file:
```
61
Properties=species:S:1:pos:R:3:forces:R:3:mulliken_spin:R:1
H 2.1312 2.7026 -1.6580 -0.1 0.3 0.4 0.00
C -0.3078 -1.6602 4.2423 -0.2 0.6 0.6 0.07
H -1.1802 0.2218 4.9588 0.0 -0.2 0.2 0.00
H -3.1647 0.0677 -2.4435 0.1 -0.5 0.1 -0.02
N 1.0506 -0.5689 -1.0412 2.1 -0.2 -1.1 0.26
H 0.9999 2.2763 2.8930 0.0 0.1 -0.1 0.00
H 0.5786 -3.4355 3.3330 -0.3 0.6 0.2 0.00
H -0.9303 -3.2809 -0.0237 -0.1 0.1 -0.1 0.00
H -1.4206 4.3672 0.3894 -0.6 0.0 0.5 0.01
Re -0.2726 0.3099 -0.1847 -0.7 0.2 0.3 2.14
C 1.8903 3.2220 -0.7138 -0.3 -0.2 -0.2 0.00
C -3.1793 2.7552 -1.7832 0.2 0.8 -0.5 0.00
C -2.0229 2.8880 -0.9051 2.5 -2.6 0.6 0.31
P 1.4215 1.9603 0.5249 0.2 -0.1 0.4 -0.01
H -1.1727 1.2178 2.6480 0.2 -0.3 0.2 0.02
H -3.1767 3.8304 0.5201 0.0 0.7 0.3 0.00
F -0.3423 -2.2211 5.4903 0.0 0.1 -0.5 0.00
H -3.7878 -0.5106 0.5493 0.1 -0.6 -0.1 0.00
H -2.1061 -3.4580 -1.3701 0.4 -0.6 0.0 0.00
C -0.2196 -0.5037 1.7322 -0.3 0.1 0.6 -0.05
C 2.8117 -2.1831 -0.6829 -0.3 0.5 -0.2 0.12
H -1.9361 -1.0075 -3.1987 -0.4 0.0 0.3 -0.01
C -2.6990 -0.9249 -2.4041 -0.3 -0.1 -0.5 0.04
H -2.9725 3.6919 -2.3535 -1.4 -0.5 -0.3 0.03
H 4.3183 -3.6688 -0.5647 0.0 0.0 -0.2 0.00
H 3.2239 -2.4414 -4.5281 0.0 -0.1 0.0 0.00
H 2.0430 3.5707 2.1887 -0.4 -0.1 0.2 0.00
H -4.1032 2.7131 -1.2199 -0.4 0.4 -0.2 0.00
H 1.0335 3.8958 -0.8881 0.5 -0.3 0.1 0.00
H 1.5598 -0.8400 -3.6012 0.3 -0.4 0.2 0.01
C -0.7520 0.2291 2.8418 0.3 -1.2 -0.2 0.10
H 2.8930 0.3594 1.6426 0.0 0.2 -0.2 0.00
H -3.0754 1.8903 -2.4397 0.1 0.4 0.0 0.00
C 3.0946 -2.3834 -3.4537 0.1 0.1 -0.5 -0.06
C -1.2566 -2.8810 -0.9842 -0.5 -1.0 -0.8 0.01
H -0.4241 -2.9069 -1.6968 -0.2 0.1 0.1 0.00
H -3.9048 -2.2118 -0.0889 -0.5 -0.2 0.5 0.00
H 4.5758 -3.8768 -3.0236 0.3 -0.3 -0.3 0.01
C 3.7125 -3.0711 -1.2439 0.1 0.0 0.5 -0.06
H -1.9027 0.2785 0.2859 -0.5 2.2 0.9 0.02
H -3.4458 -1.7166 -2.4857 -0.2 0.1 -0.5 0.00
C 3.0258 1.1477 0.8927 0.0 0.3 -0.1 0.01
C 1.1471 2.9466 2.0427 0.3 0.3 -0.3 0.01
C 0.2660 -1.8235 1.9344 -0.4 1.2 0.0 0.12
H 3.7156 1.9138 1.2752 0.0 -0.3 -0.1 0.00
H -1.9174 2.9664 1.3588 0.3 -0.6 -0.5 0.00
H 0.2575 3.5786 1.9031 0.4 -0.2 0.2 0.00
H 2.7591 3.7694 -0.3472 0.0 0.1 -0.1 0.00
P -1.9286 -1.2430 -0.8304 1.2 0.3 1.2 -0.14
H -2.8339 -1.8172 1.3352 -0.2 0.0 -0.3 0.00
C -2.1381 3.5242 0.4441 0.1 0.9 -0.8 0.05
H 2.7062 -2.0656 0.4148 0.1 -0.1 -0.9 0.02
H 3.4395 0.7029 -0.0252 -0.2 0.1 0.3 0.00
H 0.6598 -2.3489 1.0626 0.0 0.0 0.5 0.03
C 2.1704 -1.4909 -2.9602 -0.1 0.3 0.5 0.13
C 3.8696 -3.1838 -2.6231 -0.3 0.2 0.4 0.13
C 0.2131 -2.4078 3.1934 0.0 -0.3 0.2 -0.04
C 2.0110 -1.3638 -1.5525 -0.7 -0.5 0.4 -0.08
O -0.9445 2.3069 -1.2870 -1.1 0.7 0.8 -0.17
C -3.2691 -1.4700 0.3881 0.1 0.0 -0.6 0.00
C -0.7913 -0.3377 4.1209 0.5 -0.8 -1.0 -0.02
```
Forces are in eV/Å.

# 2
Molecular formula: C3H3LiO2
Method: DFT, ωB97M-V/def2-TZVPD

The LUMO energy (alpha / beta) comes out at -4.7 / -5.7 eV. As for the spin multiplicity: 2. Its orbital gap (alpha / beta) is 8.7 / 7.6 eV. The net charge is +1.

XYZ file:
```
9
Properties=species:S:1:pos:R:3:forces:R:3:mulliken_spin:R:1
O 0.6967 1.1244 0.3765 0.8 1.6 -0.9 0.10
Li 2.5804 -2.3316 -0.7200 -0.1 0.2 0.1 0.00
C -1.2396 -0.0236 -0.2543 -0.7 0.9 -0.1 0.02
H -2.0599 -0.4715 0.3074 -0.8 0.8 -1.0 0.00
H -0.9774 -0.4225 -1.2360 0.8 -0.7 0.8 0.00
C 1.1725 -0.0635 0.6161 -0.2 0.0 -1.0 0.71
C -0.7011 1.1268 0.2104 -0.7 -1.9 1.8 0.02
O 1.6976 -0.7759 -0.1891 0.7 -0.7 0.3 0.15
H -1.1691 1.8375 0.8889 0.2 -0.2 0.0 0.00
```
Forces are in eV/Å.